(1)
Entry from the OMol25 dataset: a structure of composition C3H4LiLuO3 at a distorted geometry (ωB97M-V with the def2-TZVPD basis set).

CARTESIAN COORDINATES (ANGSTROEM)
C 1.094 -1.557 0.210
C 0.947 -0.397 1.010
H 2.251 -1.511 0.149
H 1.036 -2.211 1.134
H 0.209 -0.544 1.817
O -1.438 0.663 -0.426
C -1.030 1.778 -0.872
O 0.098 2.260 -0.732
O -1.862 2.492 -1.562
Lu -3.152 -0.636 -0.581
Li 1.484 1.573 0.381
H 0.363 -1.909 -0.528

2S+1 = 2
Net charge = +3
Calculated total energy = -43102.940 eV
HOMO-LUMO gap (spin up / spin down) = 0.166 / 0.156 hartree

---

(2)
Entry from the OMol25 dataset: a structure of composition C3H4LiO2Pb at a distorted geometry (ωB97M-V with the def2-TZVPD basis set).

CARTESIAN COORDINATES (ANGSTROEM)
O -1.114 -1.825 -0.205
Li 0.450 -2.006 -1.276
C -1.443 -0.800 0.421
O -0.976 0.376 -0.104
C 0.164 0.405 -0.912
C 1.350 0.842 -0.419
H -0.085 0.315 -1.975
H 2.219 0.832 -1.081
H 1.396 1.717 0.234
Pb -1.854 -0.419 2.792
H -0.108 0.562 2.525

2S+1 = 2
Net charge = 0
Calculated total energy = -12719.150 eV
HOMO-LUMO gap (spin up / spin down) = 0.134 / 0.215 hartree

---

(3)
Entry from the OMol25 dataset: a structure of composition C3H4LiO3Rh at a distorted geometry (ωB97M-V with the def2-TZVPD basis set).

CARTESIAN COORDINATES (ANGSTROEM)
H 4.310 -0.550 0.465
C -1.676 -0.264 0.331
C -0.521 0.411 -0.347
O 0.398 -0.556 -0.780
C 1.615 -0.627 -0.150
O 1.854 -1.707 0.371
O -2.789 0.217 0.377
Rh 3.281 0.659 -0.227
H -1.476 -1.254 0.786
H -0.087 1.113 0.389
H -0.892 1.016 -1.190
Li -4.017 1.542 -0.025

2S+1 = 5
Net charge = +2
Calculated total energy = -12508.059 eV
HOMO-LUMO gap (spin up / spin down) = 0.325 / 0.279 hartree

---

(4)
Entry from the OMol25 dataset: a structure of composition C3H4LiO4Sc at a distorted geometry (ωB97M-V with the def2-TZVPD basis set).

CARTESIAN COORDINATES (ANGSTROEM)
O -0.118 1.228 -0.483
C -0.406 0.528 0.698
C 0.832 0.869 -1.315
O -0.792 1.246 1.607
O -0.174 -0.694 0.660
C 0.760 0.396 -2.594
Li -1.635 1.321 3.221
H 1.405 0.860 -3.341
H -0.258 0.341 -2.986
Sc -1.008 -2.578 0.975
O 2.100 0.523 -0.829
H 2.714 1.291 -0.795
H 2.385 -0.031 -1.841

2S+1 = 2
Net charge = +3
Calculated total energy = -32237.400 eV
HOMO-LUMO gap (spin up / spin down) = 0.279 / 0.282 hartree

---

(5)
Entry from the OMol25 dataset: a structure of composition C3H4MgO4Y at a distorted geometry (ωB97M-V with the def2-TZVPD basis set).

CARTESIAN COORDINATES (ANGSTROEM)
O -0.976 1.720 0.432
C -0.654 0.487 -0.005
O -1.240 -0.590 0.677
C -2.655 -0.459 0.995
Mg -2.655 1.627 1.349
H 1.090 0.144 -0.392
H -2.833 -1.156 1.827
H -3.237 -0.840 0.134
H -0.711 0.316 -1.098
O 2.961 -1.320 -0.877
C 2.551 -0.137 -0.747
O 3.350 0.816 -0.947
Y 5.008 -0.609 -1.348

2S+1 = 2
Net charge = +2
Calculated total energy = -17833.003 eV
HOMO-LUMO gap (spin up / spin down) = 0.186 / 0.257 hartree

---

(6)
Entry from the OMol25 dataset: a structure of composition C3H4MnO3 at a distorted geometry (ωB97M-V with the def2-TZVPD basis set).

CARTESIAN COORDINATES (ANGSTROEM)
O -0.383 1.084 -0.097
C 0.282 0.066 -0.476
C 0.113 -0.313 2.479
O 0.838 0.070 -1.618
O 0.179 -1.078 0.157
C -0.548 -1.107 1.416
Mn -0.218 1.670 -1.956
H -0.439 0.450 3.026
H 1.143 -0.538 2.755
H -1.569 -0.757 1.226
H -0.573 -2.179 1.662

2S+1 = 7
Net charge = +1
Calculated total energy = -40629.155 eV
HOMO-LUMO gap (spin up / spin down) = 0.204 / 0.328 hartree

---

Relative energy (zero: lowest compared OMol25 entry of this formula, charge and spin), record by record: 5.771, 0.000, 1.634, 0.000, 0.746, 0.000 eV